1.
{"formula": "C4H4O", "method": "ωB97M-V/def2-TZVPD", "symbols": ["C", "C", "C", "C", "O", "H", "H", "H", "H"], "positions_angstrom": [[-1.7732, 0.2055, -0.0767], [-0.3463, -0.0010, 0.0057], [0.8580, -0.0171, 0.0012], [2.2657, -0.2145, 0.0809], [3.1506, 0.4758, -0.3859], [-2.0255, 1.2498, 0.1248], [-2.3034, -0.4202, 0.6385], [-2.1479, -0.0315, -1.0752], [2.3179, -1.2472, 0.7044]], "atomic_forces_ev_per_a": [[-0.54, -0.02, 0.06], [0.52, 0.35, -0.20], [-0.82, 0.66, -0.40], [0.43, -1.60, 0.81], [-0.94, -1.12, 0.79], [0.09, -0.09, 0.01], [-0.06, -0.02, 0.02], [0.11, -0.03, 0.04], [1.22, 1.88, -1.14]], "mulliken_charge": [-1.21, 0.81, 0.07, -0.28, -0.46, 0.28, 0.31, 0.29, 0.20], "e_above_lowest_kcal_mol": 39.1, "homo_ha": -0.374, "orbital_gap_ev": 10.41, "smiles": "CC#CC=O"}

---

2.
{"formula": "C43H44FeN3O3P2", "method": "ωB97M-V/def2-TZVPD", "symbols": ["Fe", "N", "C", "C", "C", "C", "C", "C", "P", "C", "C", "C", "C", "C", "C", "C", "C", "C", "C", "C", "C", "H", "H", "H", "H", "H", "H", "H", "H", "H", "H", "H", "H", "H", "H", "H", "H", "O", "C", "O", "H", "C", "C", "N", "C", "C", "N", "C", "C", "H", "H", "H", "H", "H", "H", "H", "H", "H", "H", "H", "H", "O", "P", "C", "C", "C", "C", "C", "C", "C", "C", "C", "C", "C", "C", "C", "C", "C", "C", "C", "C", "H", "H", "H", "H", "H", "H", "H", "H", "H", "H", "H", "H", "H", "H", "H"], "positions_angstrom": [[-1.1383, 0.7401, 0.0524], [-2.9651, -0.2325, 0.6883], [-3.0109, -1.6741, 0.4954], [-3.5849, -2.5054, 1.4396], [-3.5972, -3.8757, 1.2075], [-3.0530, -4.3970, 0.0423], [-2.4804, -3.5533, -0.8984], [-2.4485, -2.1808, -0.6734], [-1.6749, -0.9637, -1.7666], [-2.9591, -0.4025, -2.9057], [-4.2602, -0.8941, -2.8045], [-5.2409, -0.4439, -3.6772], [-4.9258, 0.4858, -4.6555], [-3.6274, 0.9681, -4.7678], [-2.6454, 0.5336, -3.8947], [-0.4337, -1.8964, -2.6795], [-0.4676, -2.0115, -4.0658], [0.4795, -2.7931, -4.7131], [1.4434, -3.4685, -3.9815], [1.4753, -3.3598, -2.5963], [0.5487, -2.5658, -1.9472], [-3.6836, 0.2188, 0.1171], [-3.1903, -0.0109, 1.6523], [-4.0287, -2.0996, 2.3410], [-4.0440, -4.5352, 1.9389], [-3.0745, -5.4636, -0.1331], [-2.0455, -3.9592, -1.8028], [-4.5117, -1.6382, -2.0584], [-6.2480, -0.8299, -3.5977], [-5.6902, 0.8302, -5.3388], [-3.3796, 1.6821, -5.5417], [-1.6318, 0.8979, -3.9971], [-1.2339, -1.5100, -4.6411], [0.4498, -2.8861, -5.7903], [2.1700, -4.0882, -4.4899], [2.2245, -3.8915, -2.0257], [0.5731, -2.4887, -0.8651], [0.0463, 1.9160, -2.5320], [-0.8404, 2.5882, -2.0541], [-1.5732, 2.2285, -1.0322], [-1.1316, 3.5601, -2.4787], [-2.7040, 2.5116, 2.2978], [-2.5530, 3.4415, 3.5346], [-1.1537, 3.5907, 3.8938], [-0.5942, 2.2837, 4.1925], [-0.6991, 1.3580, 2.9549], [-1.3684, 2.0708, 1.8190], [-0.5705, 3.3000, 1.5126], [-0.4337, 4.1801, 2.7758], [-3.2035, 3.0206, 1.4718], [-3.2993, 1.6422, 2.5779], [-3.0927, 3.0282, 4.3865], [-2.9727, 4.4244, 3.3236], [-1.1227, 1.8574, 5.0454], [0.4503, 2.4109, 4.4805], [-1.2878, 0.4618, 3.1770], [0.2797, 1.0401, 2.6217], [-1.0749, 3.8267, 0.7072], [0.4045, 2.9724, 1.1426], [-0.8410, 5.1737, 2.5897], [0.6146, 4.3002, 3.0512], [0.6784, 0.3663, 0.3621], [2.1842, 0.0643, 0.5739], [2.9690, 1.5712, 1.1336], [3.5425, 2.4456, 0.2112], [4.0612, 3.6582, 0.6402], [4.0171, 3.9967, 1.9845], [3.4605, 3.1224, 2.9110], [2.9375, 1.9123, 2.4894], [2.3114, -1.1733, 1.8546], [3.4924, -1.3206, 2.5843], [3.5930, -2.3193, 3.5384], [2.5182, -3.1680, 3.7710], [1.3408, -3.0230, 3.0504], [1.2356, -2.0276, 2.0926], [2.9912, -0.4999, -0.9108], [4.0214, -1.4376, -0.8299], [4.6976, -1.8125, -1.9792], [4.3430, -1.2640, -3.2040], [3.3072, -0.3435, -3.2864], [2.6287, 0.0442, -2.1433], [3.5922, 2.1808, -0.8372], [4.5118, 4.3327, -0.0749], [4.4326, 4.9389, 2.3165], [3.4524, 3.3790, 3.9622], [2.5343, 1.2206, 3.2188], [4.3284, -0.6524, 2.4138], [4.5075, -2.4337, 4.1038], [2.5987, -3.9447, 4.5194], [0.5066, -3.6857, 3.2369], [0.3166, -1.9150, 1.5267], [4.2998, -1.8767, 0.1191], [5.5018, -2.5332, -1.9179], [4.8759, -1.5575, -4.0988], [3.0262, 0.0770, -4.2427], [1.8158, 0.7530, -2.2141]], "atomic_forces_ev_per_a": [[0.24, 0.58, -0.43], [-0.04, -0.01, 0.04], [0.07, -0.08, -0.06], [0.00, -0.04, -0.01], [-0.02, 0.05, 0.03], [0.01, 0.00, -0.03], [0.00, -0.01, -0.01], [-0.04, 0.09, 0.08], [0.12, -0.18, -0.02], [-0.01, -0.05, 0.05], [0.00, 0.03, 0.05], [-0.01, 0.00, 0.01], [0.00, 0.00, -0.01], [-0.01, 0.01, 0.00], [0.02, -0.03, 0.01], [0.02, 0.03, -0.02], [0.01, 0.04, 0.01], [0.00, -0.01, -0.01], [0.02, -0.01, -0.01], [0.01, 0.00, 0.01], [-0.04, -0.01, 0.01], [-0.02, 0.01, 0.03], [-0.05, 0.01, 0.05], [0.00, 0.01, 0.01], [0.00, 0.00, 0.00], [0.00, -0.01, -0.01], [0.00, 0.00, 0.00], [-0.01, -0.01, -0.01], [0.00, 0.00, 0.00], [0.00, 0.00, 0.00], [0.00, 0.00, 0.00], [0.01, 0.04, 0.00], [0.01, -0.01, -0.01], [0.00, 0.00, 0.00], [0.00, 0.00, 0.00], [0.01, 0.00, 0.01], [0.01, 0.00, 0.00], [0.05, -0.01, 0.13], [-0.06, 0.02, -0.44], [-0.13, -0.16, 0.38], [0.03, 0.00, 0.07], [-0.13, 0.15, -0.18], [-0.07, 0.03, -0.01], [0.00, -0.02, 0.04], [0.01, -0.01, 0.04], [-0.24, 0.00, 0.05], [0.29, -0.16, 0.52], [0.14, -0.10, -0.13], [0.04, 0.12, 0.00], [0.00, -0.05, -0.01], [0.03, -0.07, -0.03], [0.00, 0.02, 0.01], [0.02, 0.01, 0.01], [0.00, 0.01, -0.01], [-0.01, 0.00, 0.01], [0.02, -0.01, -0.01], [0.10, -0.05, -0.07], [-0.05, -0.02, -0.01], [-0.01, 0.02, 0.01], [0.02, 0.01, 0.00], [-0.01, -0.03, 0.02], [-0.15, -0.26, -0.30], [-0.01, 0.19, 0.15], [0.03, -0.06, 0.07], [-0.03, -0.01, -0.03], [-0.01, 0.00, -0.02], [0.00, 0.01, 0.03], [0.01, 0.03, 0.01], [-0.01, -0.01, -0.01], [0.05, 0.01, 0.03], [0.01, 0.02, -0.02], [-0.01, -0.02, 0.03], [0.02, 0.00, 0.00], [-0.01, 0.00, 0.01], [-0.04, 0.02, -0.06], [-0.13, -0.05, -0.02], [0.00, 0.01, 0.05], [0.01, -0.01, -0.01], [0.00, -0.01, -0.01], [0.00, 0.02, -0.03], [-0.02, 0.00, 0.01], [0.01, 0.00, 0.00], [0.00, 0.00, 0.00], [0.00, 0.00, 0.00], [0.00, 0.00, 0.00], [-0.03, 0.00, 0.01], [0.00, -0.01, 0.00], [0.00, 0.00, 0.00], [0.00, 0.00, 0.00], [-0.01, -0.01, -0.01], [0.01, -0.02, 0.01], [0.00, -0.01, 0.01], [0.00, 0.00, 0.00], [0.00, 0.00, 0.00], [0.00, 0.00, 0.00], [-0.04, 0.03, -0.01]], "mulliken_charge": [0.47, -0.12, 0.39, -0.55, -0.85, -0.81, -0.54, -0.42, 1.16, 0.86, -0.68, -0.85, -0.63, -0.94, -0.41, 0.58, -0.84, -0.76, -0.78, -0.90, -0.04, 0.31, 0.23, 0.53, 0.47, 0.50, 0.59, 0.44, 0.46, 0.42, 0.47, 0.68, 0.51, 0.46, 0.43, 0.51, 0.56, -0.45, -0.21, -0.54, 0.41, -0.85, -0.98, -0.08, -1.02, 1.18, 0.96, -0.10, -0.96, 0.60, 0.31, 0.40, 0.31, 0.28, 0.45, 0.52, -1.45, 0.49, -0.23, 0.28, 0.37, 1.33, 0.85, 0.41, -0.52, -0.78, -0.59, -1.05, -0.18, 0.65, -0.42, -0.84, -0.70, -1.13, -0.10, 0.91, -0.82, -0.79, -0.76, -0.88, 0.10, 0.40, 0.48, 0.44, 0.48, 0.55, 0.52, 0.46, 0.45, 0.53, 0.15, 0.36, 0.47, 0.46, 0.54, 0.44], "s2": 8.7616, "homo_ha": [-0.491, -0.492], "charge": 2, "orbital_gap_ev": [8.77, 6.54], "multiplicity": 6}

---

3.
{"formula": "C33H44BF4N2P2Si2TeTi", "method": "ωB97M-V/def2-TZVPD", "symbols": ["Ti", "C", "Si", "C", "C", "N", "P", "C", "P", "N", "Si", "C", "C", "C", "C", "C", "C", "C", "C", "C", "C", "C", "C", "C", "C", "C", "C", "C", "C", "C", "C", "C", "C", "C", "C", "C", "C", "C", "H", "H", "H", "H", "H", "H", "H", "H", "H", "H", "H", "H", "H", "H", "H", "H", "H", "H", "H", "H", "H", "H", "H", "H", "H", "H", "H", "H", "H", "H", "H", "H", "H", "H", "H", "H", "H", "H", "F", "B", "F", "F", "F", "C", "Te", "C", "H", "H", "H", "H", "H", "H"], "positions_angstrom": [[-0.3161, 0.0487, 0.5421], [-0.5293, -4.5239, 1.0555], [0.1795, -3.1228, 2.1678], [1.6820, -3.9855, 2.9826], [-1.0197, -2.7175, 3.6091], [0.5097, -1.6419, 1.3515], [1.8947, -1.3760, 0.5301], [1.6285, -0.0434, -0.5524], [1.9464, 1.3873, 0.3844], [0.7532, 1.5594, 1.4687], [0.1935, 2.9194, 2.3609], [-0.3772, 2.1360, 4.0294], [1.4964, 4.2850, 2.6995], [-1.2674, 3.8908, 1.5916], [3.5368, 1.6426, 1.2250], [3.5933, 1.7247, 2.6142], [4.7992, 1.9348, 3.2483], [5.9694, 2.0236, 2.5113], [5.9276, 1.8783, 1.1293], [4.7198, 1.6904, 0.4891], [1.9053, 2.7289, -0.8440], [2.6940, 3.8719, -0.7895], [2.5540, 4.8521, -1.7560], [1.6009, 4.7199, -2.7527], [0.8073, 3.5843, -2.8086], [0.9750, 2.5842, -1.8699], [3.2621, -1.3733, 1.7152], [2.9671, -1.1177, 3.0539], [3.9702, -1.1063, 4.0000], [5.2887, -1.3141, 3.6204], [5.5966, -1.4930, 2.2773], [4.5945, -1.5208, 1.3287], [2.2131, -2.7934, -0.5693], [3.1181, -3.8349, -0.3904], [3.1617, -4.8769, -1.2996], [2.2842, -4.9156, -2.3724], [1.3863, -3.8744, -2.5637], [1.3753, -2.8113, -1.6853], [-0.6288, -5.4420, 1.6285], [0.1416, -4.7199, 0.2218], [-1.5014, -4.2855, 0.6342], [1.3741, -4.9270, 3.4284], [2.1464, -3.3851, 3.7566], [2.4483, -4.2034, 2.2465], [-1.2569, -3.6260, 4.1534], [-1.9540, -2.2791, 3.2730], [-0.5664, -2.0196, 4.3089], [0.4637, 1.8846, 4.6702], [-0.9347, 1.2166, 3.8447], [-1.0201, 2.8164, 4.5785], [2.4038, 3.9241, 3.1704], [1.0695, 5.0524, 3.3382], [1.7828, 4.7540, 1.7631], [-2.1955, 3.3269, 1.5980], [-1.0639, 4.1478, 0.5557], [-1.4352, 4.8151, 2.1383], [2.6778, 1.6252, 3.1783], [4.8311, 2.0232, 4.3261], [6.9115, 2.2025, 3.0103], [6.8458, 1.9145, 0.5587], [4.6670, 1.5856, -0.5880], [3.4321, 3.9818, -0.0050], [3.1898, 5.7277, -1.7272], [1.4842, 5.5008, -3.4912], [0.0532, 3.4893, -3.5755], [0.3997, 1.6620, -1.9316], [1.9360, -0.9290, 3.3282], [3.7278, -0.9325, 5.0402], [6.0758, -1.3159, 4.3612], [6.6284, -1.6148, 1.9753], [4.8292, -1.6493, 0.2802], [3.7976, -3.8342, 0.4517], [3.8842, -5.6707, -1.1670], [2.3078, -5.7487, -3.0597], [0.6973, -3.8948, -3.3964], [0.7246, -1.9550, -1.8517], [-3.5969, 2.2247, -0.2104], [-2.5539, 2.0700, -1.0834], [-2.8261, 1.0769, -2.0059], [-2.1843, 3.2409, -1.6581], [-1.4101, 1.5452, -0.3153], [-3.8321, -3.0398, -0.5906], [-2.0589, -1.6925, -0.8888], [-2.7048, -0.6827, 0.9340], [-4.7505, -2.4682, -0.6646], [-3.7786, -3.5325, 0.3760], [-3.8121, -3.7877, -1.3746], [-3.1793, -1.4025, 1.5960], [-3.4032, 0.1083, 0.6795], [-1.8446, -0.2355, 1.4720]], "atomic_forces_ev_per_a": [[-0.44, -0.47, -0.52], [0.08, 0.68, 0.40], [-0.60, -0.68, 0.48], [-0.34, 0.49, -0.23], [0.40, -0.25, -0.64], [0.81, -1.00, 0.62], [-0.05, 0.20, -1.41], [1.33, 0.16, 2.03], [-0.28, -0.07, -1.06], [0.61, 1.11, 0.24], [-0.51, 0.29, 0.62], [0.13, 0.48, -0.68], [-0.29, -0.64, -0.11], [0.56, -0.60, 0.27], [0.20, -0.11, 0.09], [-0.13, 0.19, -0.53], [0.35, 0.14, 0.15], [-0.08, 0.06, -0.11], [0.26, 0.11, 0.09], [-0.29, 0.06, 0.00], [0.02, -0.01, 0.08], [-0.03, -0.14, 0.07], [0.06, 0.25, -0.03], [0.05, 0.03, -0.04], [0.00, 0.10, -0.02], [-0.06, -0.20, -0.08], [0.12, 0.17, 0.25], [-0.09, -0.25, -0.32], [0.24, -0.17, 0.23], [-0.18, -0.04, -0.10], [0.24, -0.08, 0.22], [-0.42, 0.01, -0.04], [-0.03, -0.15, -0.06], [-0.15, 0.27, 0.16], [0.04, -0.28, -0.19], [0.06, 0.01, 0.08], [0.03, -0.13, -0.06], [-0.09, 0.21, -0.01], [0.05, -0.17, 0.21], [0.16, 0.01, -0.12], [-0.10, 0.08, -0.02], [-0.21, -0.20, 0.02], [0.03, 0.07, 0.16], [0.17, -0.09, -0.15], [-0.07, -0.24, 0.16], [-0.15, 0.07, -0.12], [0.16, 0.13, 0.06], [0.24, -0.05, 0.07], [-0.04, -0.03, -0.10], [-0.17, 0.15, 0.18], [0.13, -0.06, 0.12], [-0.19, 0.14, 0.12], [0.02, 0.13, -0.23], [-0.12, -0.14, -0.01], [0.09, 0.02, -0.19], [0.05, 0.17, 0.19], [-0.04, 0.03, 0.05], [0.02, -0.02, 0.07], [0.08, -0.04, 0.03], [0.05, 0.03, -0.06], [0.07, -0.01, -0.04], [-0.01, 0.06, 0.01], [0.00, 0.06, 0.01], [-0.02, 0.06, -0.06], [-0.06, -0.07, -0.05], [0.10, 0.29, -0.04], [0.00, -0.03, 0.04], [-0.01, 0.04, 0.06], [0.06, 0.03, 0.05], [0.05, 0.00, -0.03], [0.06, -0.01, -0.05], [-0.02, -0.02, 0.04], [0.03, -0.08, 0.02], [0.01, -0.08, -0.07], [-0.02, 0.03, -0.09], [0.15, -0.23, 0.00], [-0.57, 0.13, 0.66], [-0.25, -0.70, -0.43], [-0.18, 0.18, -0.48], [0.35, 0.74, -0.34], [0.17, 0.51, 0.12], [0.58, 0.23, -0.02], [-1.56, -0.91, -0.20], [0.08, 0.15, -0.43], [0.01, 0.22, -0.04], [0.11, -0.01, 0.11], [0.08, -0.09, -0.15], [0.24, -0.06, 0.04], [0.08, 0.03, -0.06], [-1.25, -0.25, 1.09]], "mulliken_charge": [-2.14, -0.82, 0.35, -1.27, -1.16, 1.31, 1.63, -1.64, 2.89, 0.64, 0.19, -1.17, -1.18, -1.28, 0.96, -1.31, -0.69, -0.67, -0.87, -0.61, 0.35, -0.32, -0.86, -0.62, -0.76, -0.90, 1.23, -1.10, -0.54, -0.74, -0.91, -0.60, 0.75, -0.26, -0.88, -0.58, -0.94, -0.87, 0.43, 0.18, 0.08, 0.54, 0.32, 0.31, 0.38, 0.24, 0.33, 0.28, 0.22, 0.41, 0.33, 0.51, 0.27, 0.30, 0.30, 0.47, 0.79, 0.42, 0.38, 0.41, 0.55, 0.43, 0.40, 0.37, 0.43, 0.22, 0.46, 0.38, 0.41, 0.40, 0.60, 0.28, 0.41, 0.36, 0.45, 0.26, -0.35, 0.16, -0.32, -0.30, 0.47, -1.29, 0.38, -1.07, 0.35, 0.38, 0.36, 0.55, 0.70, 0.08], "s2": 2.0099, "e_above_lowest_kcal_mol": 64.2, "homo_ha": [-0.103, -0.175], "charge": -1, "orbital_gap_ev": [5.14, 7.03], "multiplicity": 3}

---

4.
{"formula": "C3H2BrI", "method": "ωB97M-V/def2-TZVPD", "symbols": ["C", "C", "C", "Br", "I", "H", "H"], "positions_angstrom": [[-1.6084, -0.3114, 0.7997], [-0.7005, -0.0221, 0.0766], [0.7227, 0.1658, -0.5578], [1.3471, 1.9535, -0.0651], [2.0776, -1.3828, 0.0450], [-2.4756, -0.5471, 1.3426], [0.6372, 0.1440, -1.6410]], "atomic_forces_ev_per_a": [[-0.07, 0.17, -0.44], [3.43, -0.11, -0.83], [-2.80, 0.14, 1.03], [0.01, -0.38, -0.16], [-0.30, 0.28, -0.11], [-0.45, -0.09, 0.35], [0.18, -0.02, 0.17]], "mulliken_charge": [-0.02, -0.49, -0.42, -0.07, 0.15, 0.44, 0.40], "e_above_lowest_kcal_mol": 0.0, "homo_ha": -0.361, "orbital_gap_ev": 9.54}

---

5.
{"formula": "C3H2OS", "method": "ωB97M-V/def2-TZVPD", "symbols": ["C", "C", "C", "O", "S", "H", "H"], "positions_angstrom": [[1.7585, 0.6947, 0.4732], [0.7695, -0.1574, 0.5150], [-0.5407, -0.5828, 0.1078], [-1.3087, -1.1999, 0.7664], [-1.0409, 0.3574, -1.3633], [2.4106, 1.4352, 1.0471], [-2.0483, -0.5471, -1.5462]], "atomic_forces_ev_per_a": [[-4.52, -3.26, 2.21], [6.20, 4.93, -0.62], [-0.23, 1.68, -0.36], [-0.43, -1.18, 0.35], [-0.36, -1.29, -0.02], [-0.88, -1.53, -1.44], [0.22, 0.66, -0.12]], "mulliken_charge": [-0.20, -0.17, 0.55, -0.43, -0.21, 0.29, 0.16], "e_above_lowest_kcal_mol": 35.7, "homo_ha": -0.371, "orbital_gap_ev": 9.66, "smiles": "C#CC(=O)S"}

---

Copy entry 4 word for word.
{"formula": "C3H2BrI", "method": "ωB97M-V/def2-TZVPD", "symbols": ["C", "C", "C", "Br", "I", "H", "H"], "positions_angstrom": [[-1.6084, -0.3114, 0.7997], [-0.7005, -0.0221, 0.0766], [0.7227, 0.1658, -0.5578], [1.3471, 1.9535, -0.0651], [2.0776, -1.3828, 0.0450], [-2.4756, -0.5471, 1.3426], [0.6372, 0.1440, -1.6410]], "atomic_forces_ev_per_a": [[-0.07, 0.17, -0.44], [3.43, -0.11, -0.83], [-2.80, 0.14, 1.03], [0.01, -0.38, -0.16], [-0.30, 0.28, -0.11], [-0.45, -0.09, 0.35], [0.18, -0.02, 0.17]], "mulliken_charge": [-0.02, -0.49, -0.42, -0.07, 0.15, 0.44, 0.40], "e_above_lowest_kcal_mol": 0.0, "homo_ha": -0.361, "orbital_gap_ev": 9.54}